Record 1
DFT (ωB97M-V with the def2-TZVPD basis set) results for a structure of composition C34H73BiGeN11OSe.

XYZ file:
```
122
C34H73BiGeN11OSe, DFT ωB97M-V with the def2-TZVPD basis set
Bi -0.661 0.222 0.407
C -4.600 2.054 3.773
N -4.414 0.679 3.351
C -5.532 -0.200 3.707
C -3.300 0.166 2.716
N -2.727 0.820 1.726
C -3.343 1.891 0.962
C -2.350 3.044 1.022
N -0.965 2.671 0.565
C 0.064 3.196 1.513
C 0.408 2.293 2.697
N 0.842 0.946 2.302
C 1.424 0.153 3.193
N 1.631 0.541 4.524
C 0.629 0.917 5.521
C 2.979 0.451 5.072
N 1.938 -1.024 2.725
C 2.179 -1.297 1.321
C 2.181 -2.136 3.653
C -0.624 3.174 -0.790
C -1.424 2.549 -1.942
N -1.516 1.096 -1.942
C -2.024 0.550 -3.049
N -1.796 -0.778 -3.344
C -0.637 -1.547 -2.952
C -2.766 -1.506 -4.157
N -2.765 1.273 -3.964
C -2.563 1.173 -5.417
C -3.846 2.161 -3.635
N -2.815 -1.047 3.182
C -2.881 -1.342 4.602
C -2.012 -1.976 2.405
H -4.836 2.084 4.859
H -5.423 2.526 3.225
H -3.695 2.670 3.606
H -6.406 0.116 3.149
H -5.784 -0.152 4.774
H -5.278 -1.229 3.431
H -4.273 2.230 1.424
H -3.508 1.565 -0.072
H -2.236 3.410 2.040
H -2.700 3.893 0.437
H -0.247 4.172 1.900
H 0.962 3.350 0.911
H -0.452 2.226 3.367
H 1.220 2.794 3.249
H -0.382 0.786 5.097
H 0.781 1.937 5.881
H 0.696 0.242 6.390
H 3.673 0.102 4.313
H 3.009 -0.258 5.900
H 3.298 1.420 5.450
H 2.285 -0.359 0.756
H 1.358 -1.896 0.886
H 3.109 -1.860 1.211
H 1.625 -1.979 4.595
H 3.250 -2.271 3.882
H 1.819 -3.061 3.199
H 0.437 2.921 -0.990
H -0.690 4.257 -0.820
H -0.943 2.920 -2.855
H -2.424 2.997 -1.905
H -0.281 -2.132 -3.822
H -0.797 -2.190 -2.082
H 0.211 -0.888 -2.695
H -2.414 -1.742 -5.156
H -3.721 -0.929 -4.235
H -2.979 -2.459 -3.643
H -1.764 0.474 -5.610
H -2.278 2.161 -5.796
H -3.488 0.878 -5.931
H -4.059 2.140 -2.557
H -4.757 1.811 -4.158
H -3.668 3.202 -3.945
H -3.352 -0.498 5.143
H -1.870 -1.472 5.025
H -3.481 -2.254 4.800
H -2.097 -1.754 1.344
H -2.415 -2.981 2.604
H -0.947 -1.995 2.676
O -3.203 -1.705 -0.568
H -2.981 -2.641 -0.597
H -4.166 -1.652 -0.497
Se -0.398 -3.929 -0.091
C -0.278 -5.828 -0.324
C -0.257 -6.701 0.768
C -0.088 -8.062 0.491
N -0.063 -8.602 -0.733
C -0.122 -7.728 -1.737
C -0.184 -6.354 -1.626
H -0.387 -6.327 1.797
H 0.022 -8.755 1.348
H -0.097 -8.164 -2.743
H -0.111 -5.745 -2.522
C 5.260 0.102 -0.417
C 5.157 -1.049 -1.411
C 4.593 -0.663 -2.805
C 3.089 -0.858 -3.055
Ge 1.838 0.749 -2.646
C 3.145 2.053 -3.553
C 3.962 2.835 -2.534
C 4.527 4.226 -2.999
C 5.180 4.211 -4.389
H 5.437 -0.232 0.611
H 4.372 0.751 -0.399
H 6.100 0.759 -0.692
H 4.590 -1.908 -1.005
H 6.152 -1.481 -1.561
H 5.078 -1.372 -3.477
H 4.967 0.326 -3.109
H 2.675 -1.662 -2.428
H 2.854 -1.075 -4.107
H 1.113 0.906 -0.500
H 2.440 2.712 -4.049
H 3.679 1.475 -4.271
H 4.811 2.234 -2.175
H 3.345 3.017 -1.612
H 5.291 4.529 -2.261
H 3.734 4.981 -2.909
H 5.782 3.297 -4.485
H 5.869 5.048 -4.525
H 4.471 4.189 -5.207
```

The energy above the lowest of the compared OMol25 structures with the same formula, charge and spin is 4.342 eV. Its net charge is +3. Its frontier orbital gap (spin up / spin down) is 3.5 / 5.0 eV. The largest force on an atom comes out at 4.96 eV/Å.

Atom charges from the Mulliken analysis, given in e for atoms 1 to 99: Bi 3.322; C -0.958; N 0.333; C -1.148; C -0.248; N 0.407; C -0.881; C -1.020; N 0.337; C -1.513; C -0.835; N -0.063; C -0.074; N 0.443; C -0.924; C -1.169; N 0.401; C -0.636; C -1.264; C -0.939; C -0.954; N 0.417; C -0.704; N 0.582; C -0.179; C -1.218; N 0.463; C -1.188; C -1.011; N 0.498; C -1.211; C -0.247; H 0.375; H 0.345; H 0.171; H 0.397; H 0.361; H 0.344; H 0.669; H -0.030; H 0.416; H 0.349; H 0.477; H 0.396; H 0.243; H 0.667; H 0.166; H 0.271; H 0.355; H 0.325; H 0.406; H 0.372; H -0.051; H -0.252; H 0.712; H 0.364; H 0.360; H 0.410; H -0.278; H 0.467; H 0.648; H 0.302; H 0.450; H 0.218; H -1.227; H 0.409; H 0.347; H 0.355; H 0.369; H 0.366; H 0.362; H 0.234; H 0.418; H 0.291; H 0.379; H 0.309; H 0.320; H -0.623; H 0.632; H 0.062; O -0.431; H 0.170; H 0.253; Se -0.445; C 0.538; C -0.354; C -0.390; N -0.012; C -0.402; C -0.412; H 0.388; H 0.368; H 0.379; H 0.419; C -1.022; C -0.422; C -0.583; C -1.176; Ge 0.965

Record 2
DFT (ωB97M-V with the def2-TZVPD basis set) results for the molecule C2H4N2S2.

XYZ file:
```
10
C2H4N2S2, DFT ωB97M-V with the def2-TZVPD basis set
C 0.069 -0.036 -0.107
C 1.163 -0.362 -1.098
H -1.859 -0.638 0.426
H -0.977 -1.674 -0.642
H 1.887 0.441 -1.287
H 0.091 2.138 2.430
N -1.011 -0.865 -0.050
N 0.211 1.092 0.474
S 1.327 -1.801 -1.779
S -0.902 1.704 1.634
```

The energy above the lowest of the compared OMol25 structures with the same formula, charge and spin is 1.630 eV. As for the SMILES: N/C(C=S)=N\S. Its net charge is 0. Its frontier orbital gap is 7.7 eV. The largest force on an atom comes out at 1.29 eV/Å.

And the Mulliken charges, in e, turn out to be: C 0.772; C -0.223; H 0.174; H 0.134; H 0.328; H 0.157; N -0.400; N -0.469; S -0.259; S -0.213

Record 3
DFT (ωB97M-V with the def2-TZVPD basis set) results for a cluster of 2 separate species, C21H37BFNO15S3 in total.

XYZ file:
```
79
C21H37BFNO15S3, DFT ωB97M-V with the def2-TZVPD basis set
C 0.611 -3.173 2.814
C 0.899 -3.215 1.252
O 1.178 -4.342 0.756
O 0.822 -2.097 0.353
C 1.371 -0.956 1.009
O 2.631 -1.067 1.171
C 0.664 0.321 1.619
C 0.332 1.563 0.608
C 0.299 2.834 1.635
C 1.630 3.225 2.402
C 1.984 4.792 2.475
N 2.397 5.091 3.906
C 1.614 1.672 -0.352
S 2.284 3.390 -0.751
S 1.352 0.912 -2.018
O 2.422 1.525 -2.918
O 1.634 -0.575 -2.087
O -0.090 1.401 -2.595
C -1.059 1.989 -1.696
C -2.420 1.708 -2.578
B -1.022 3.606 -1.866
O -0.064 4.124 -2.847
O -1.870 4.607 -1.292
C -1.108 1.401 -0.178
C -2.336 2.161 0.596
C -2.832 1.478 1.957
C -3.852 2.551 2.659
C -5.367 1.995 2.444
O -5.615 2.001 1.013
C -6.584 1.040 0.626
O -6.680 -0.127 1.065
S -1.804 -0.306 -0.334
O -1.845 -1.213 0.847
O -1.255 -1.099 -1.502
F -3.502 -0.257 -0.646
H 1.425 -3.781 3.365
H -0.391 -3.666 3.109
H 0.611 -2.139 3.292
H -0.290 0.109 2.241
H 1.392 0.634 2.466
H -0.087 3.769 1.068
H -0.481 2.680 2.477
H 1.563 2.860 3.499
H 2.573 2.698 1.986
H 1.109 5.440 2.137
H 2.943 4.981 1.854
H 2.093 6.040 4.153
H 3.406 4.952 4.029
H 2.584 1.205 0.074
H 1.383 4.361 -0.351
H -2.555 0.618 -2.864
H -2.186 2.248 -3.581
H -3.340 2.237 -2.173
H -0.604 4.340 -3.650
H -2.792 4.238 -1.319
H -2.156 3.258 0.814
H -3.294 2.160 -0.057
H -2.035 1.259 2.735
H -3.481 0.535 1.797
H -3.828 3.571 2.118
H -3.601 2.710 3.767
H -5.385 0.963 2.932
H -6.133 2.659 2.980
H -7.326 1.330 -0.212
C 2.471 -5.295 -1.490
C 3.394 -4.854 -2.610
O 4.385 -5.856 -2.883
C 3.972 -6.894 -3.624
O 2.864 -7.048 -4.081
O 5.002 -7.749 -3.755
C 4.673 -8.945 -4.457
H 3.047 -5.581 -0.606
H 1.783 -4.497 -1.220
H 1.884 -6.170 -1.783
H 3.932 -3.954 -2.303
H 2.836 -4.602 -3.516
H 4.212 -8.725 -5.422
H 4.012 -9.564 -3.847
H 5.598 -9.495 -4.634
```

As for the SMILES: CC(=O)OC(=O)C[C@@]1(CCCN)[C@H](S)S(=O)(=O)O[C@](C)(B(O)O)[C@@]1(CCCCOC=O)S(=O)(=O)F.CCOC(=O)OC. Its net charge is 0. Its frontier orbital gap is 8.7 eV. The largest force on an atom comes out at 9.00 eV/Å.

And the Mulliken charges, in e, turn out to be: C -0.848; C 0.626; O -0.510; O -0.022; C 0.123; O -0.637; C -0.671; C 1.716; C -1.133; C -0.697; C -0.545; N -0.624; C -0.533; S -0.100; S 1.487; O -0.803; O -0.484; O -0.277; C -1.199; C -1.400; B 1.057; O -0.710; O -0.526; C 1.481; C -2.265; C -0.093; C -0.870; C -0.663; O -0.155; C 0.114; O -0.458; S 1.427; O -0.614; O -0.586; F -0.373; H 0.310; H 0.287; H 0.227; H 0.043; H 0.546; H 0.236; H 0.011; H 0.436; H 0.311; H 0.401; H 0.193; H 0.213; H 0.235; H 0.750; H 0.087; H 0.391; H 0.405; H 0.277; H 0.285; H 0.341; H 0.653; H 0.648; H 0.258; H 0.450; H 0.285; H 0.358; H 0.376; H 0.379; H 0.339; C -0.674; C -0.138; O -0.376; C 0.745; O -0.552; O -0.348; C -0.631; H 0.267; H 0.072; H 0.306; H 0.262; H 0.308; H 0.291; H 0.287; H 0.223

Record 4
DFT (ωB97M-V with the def2-TZVPD basis set) results for a cluster of 2 separate species, C15H15BrO3S in total.

XYZ file:
```
35
C15H15BrO3S, DFT ωB97M-V with the def2-TZVPD basis set
C -3.430 -0.541 1.462
O -2.641 -1.351 0.559
C -2.413 -0.888 -0.642
C -2.081 -1.785 -1.693
C -2.012 -1.261 -3.012
C -1.549 -2.074 -4.035
C -1.189 -3.404 -3.774
C -1.361 -3.946 -2.493
C -1.815 -3.162 -1.445
H -3.596 -1.174 2.338
H -2.867 0.364 1.734
H -4.389 -0.268 0.991
H -2.601 0.185 -0.835
H -2.266 -0.208 -3.171
H -1.438 -1.676 -5.045
H -0.792 -4.032 -4.581
H -1.115 -4.993 -2.315
H -1.912 -3.544 -0.429
Br 1.654 -0.750 -0.598
C 0.279 0.213 0.155
S 0.477 1.038 1.649
C 2.041 1.935 1.758
C 3.181 1.276 2.218
C 4.372 1.993 2.373
C 4.429 3.354 2.052
C 3.273 4.004 1.601
C 2.076 3.297 1.453
O -0.564 2.056 1.512
O 0.511 0.187 2.811
H -0.450 0.688 -0.492
H 3.123 0.219 2.471
H 5.253 1.481 2.759
H 5.360 3.910 2.166
H 3.290 5.068 1.375
H 1.161 3.789 1.122
```

The energy above the lowest of the compared OMol25 structures with the same formula, charge and spin is 0.000 eV. Its net charge is 0. Its frontier orbital gap is 4.6 eV. The largest force on an atom comes out at 1.47 eV/Å.

And the Mulliken charges, in e, turn out to be: C -0.646; O -0.241; C -0.628; C 1.134; C -0.433; C -0.517; C -0.372; C -0.483; C -0.394; H 0.252; H 0.278; H 0.335; H 0.492; H 0.343; H 0.371; H 0.373; H 0.368; H 0.402; Br -0.182; C -0.679; S 1.368; C 0.108; C -0.440; C -0.470; C -0.410; C -0.509; C -0.321; O -0.748; O -0.665; H 0.485; H 0.362; H 0.350; H 0.363; H 0.351; H 0.404

Record 5
DFT (ωB97M-V with the def2-TZVPD basis set) results for the molecule C4H6S2.

XYZ file:
```
12
C4H6S2, DFT ωB97M-V with the def2-TZVPD basis set
C -0.607 -1.405 0.148
C -0.350 1.387 -0.142
C 0.836 0.618 0.406
C 0.659 -0.676 -0.357
H -0.774 -2.209 -0.596
H -0.638 -1.745 1.218
H -0.754 2.225 0.541
H -0.252 1.883 -1.119
H 0.758 0.378 1.507
H 0.505 -0.459 -1.399
S -1.764 0.053 -0.106
S 2.381 -0.051 -0.103
```

The energy above the lowest of the compared OMol25 structures with the same formula, charge and spin is 2.297 eV. As for the SMILES: C1SC[C@@H]2S[C@@H]12. Its net charge is 0. Its frontier orbital gap is 9.4 eV. The largest force on an atom comes out at 2.63 eV/Å.

And the Mulliken charges, in e, turn out to be: C -0.438; C -0.589; C -0.072; C -0.412; H 0.301; H 0.330; H 0.328; H 0.335; H 0.203; H 0.280; S -0.130; S -0.137

Record 6
DFT (ωB97M-V with the def2-TZVPD basis set) results for a cluster of 2 separate species, C4H11N3O2 in total.

XYZ file:
```
20
C4H11N3O2, DFT ωB97M-V with the def2-TZVPD basis set
C 1.594 1.214 2.039
C 1.937 1.360 0.625
O 3.083 0.809 0.188
O 1.492 2.197 -0.112
H 2.551 1.623 2.568
H 1.563 0.252 2.454
H 0.505 1.628 2.214
C -0.854 -1.757 0.830
C -1.261 -0.458 -1.194
N -0.804 0.580 -2.066
N -0.652 -0.729 -0.077
N -2.412 -1.095 -1.693
H -1.536 1.056 -2.473
H 0.082 1.084 -1.724
H 2.877 0.852 -0.884
H -2.748 -1.801 -1.233
H -2.498 -0.946 -2.678
H -0.216 -1.577 1.717
H -0.718 -2.654 0.378
H -1.984 -1.637 1.120
```

The energy above the lowest of the compared OMol25 structures with the same formula, charge and spin is 2.639 eV. As for the SMILES: CN=C(N)N.CC(=O)O. Its net charge is 0. Its frontier orbital gap is 9.3 eV. The largest force on an atom comes out at 7.46 eV/Å.

And the Mulliken charges, in e, turn out to be: C -0.972; C 0.853; O -0.517; O -0.601; H 0.288; H 0.302; H 0.237; C -0.942; C 0.454; N -0.492; N -0.230; N -0.411; H 0.201; H 0.218; H 0.388; H 0.179; H 0.216; H 0.133; H 0.400; H 0.295